{
  "formula": "H74O37",
  "method": "ωB97M-V/def2-TZVPD",
  "elements": ["O", "H", "H", "O", "H", "H", "O", "H", "H", "O", "H", "H", "O", "H", "H", "O", "H", "H", "O", "H", "H", "O", "H", "H", "O", "H", "H", "O", "H", "H", "O", "H", "H", "O", "H", "H", "O", "H", "H", "O", "H", "H", "O", "H", "H", "O", "H", "H", "O", "H", "H", "O", "H", "H", "O", "H", "H", "O", "H", "H", "O", "H", "H", "O", "H", "H", "O", "H", "H", "O", "H", "H", "O", "H", "H", "O", "H", "H", "O", "H", "H", "O", "H", "H", "O", "H", "H", "O", "H", "H", "O", "H", "H", "O", "H", "H", "O", "H", "H", "O", "H", "H", "O", "H", "H", "O", "H", "H", "O", "H", "H"],
  "coordinates": [[-1.7977, 0.6360, -2.6065], [-1.3347, 0.0836, -1.9766], [-1.2320, 0.6458, -3.3785], [-3.4938, -1.7848, -0.7104], [-3.2895, -2.7191, -0.6717], [-4.4031, -1.7255, -0.4173], [-1.6132, 4.3053, -1.1868], [-2.5075, 3.9754, -1.2745], [-1.1883, 4.0688, -2.0113], [3.6922, 2.6510, 0.9584], [4.3053, 3.2981, 0.6098], [3.0999, 3.1569, 1.5147], [-2.1843, -2.5206, 3.3274], [-1.4088, -3.0558, 3.1590], [-2.4945, -2.2672, 2.4580], [4.9604, 0.3571, 2.0199], [4.4527, 1.1511, 1.8525], [4.3022, -0.3222, 2.1666], [-1.7029, 1.7962, 2.6406], [-2.1247, 2.1516, 1.8583], [-1.2447, 1.0145, 2.3320], [5.6470, 0.3323, -0.6736], [5.9280, 0.3760, 0.2403], [5.2809, -0.5468, -0.7703], [-3.4571, 2.8097, -2.5697], [-4.2868, 2.3729, -2.3773], [-2.8007, 2.1157, -2.5085], [3.8384, -1.1104, -3.5132], [4.0258, -0.2403, -3.1611], [4.6872, -1.5528, -3.5241], [-1.7273, -1.2537, 5.5172], [-1.3503, -0.4624, 5.1325], [-2.0447, -1.7572, 4.7676], [-3.8063, 1.6033, 4.1880], [-4.4973, 1.3246, 3.5871], [-3.0163, 1.6325, 3.6483], [1.6462, -1.0389, -4.9018], [2.4149, -1.0767, -4.3327], [1.0486, -1.6941, -4.5417], [-4.2332, 3.3899, 0.8042], [-3.8386, 2.6062, 0.4217], [-3.6054, 3.6750, 1.4682], [-0.1950, 0.9691, 5.1943], [-0.4051, 1.7961, 5.6280], [0.1054, 1.2250, 4.3222], [4.1078, 1.4998, -2.4147], [3.2429, 1.7471, -2.0875], [4.6499, 1.4272, -1.6292], [0.8545, 3.1918, 2.2391], [0.7853, 3.9644, 1.6783], [-0.0458, 3.0090, 2.5079], [-0.1518, -2.9701, 0.6265], [0.7913, -3.1231, 0.6854], [-0.2295, -2.0752, 0.2957], [-5.6438, -0.8510, -3.4628], [-4.8320, -0.8904, -2.9572], [-5.3867, -1.1032, -4.3497], [2.2541, 0.4148, 0.4632], [2.7443, 1.2072, 0.6828], [2.9006, -0.1623, 0.0567], [0.0340, 3.5969, -3.3149], [0.0951, 2.7122, -3.6751], [-0.5607, 4.0567, -3.9075], [0.1297, 1.0932, -4.5405], [0.6972, 0.3236, -4.4954], [0.2348, 1.4168, -5.4351], [-1.3144, -5.0522, 1.6516], [-0.7247, -4.3617, 1.3487], [-1.4406, -5.6129, 0.8861], [0.7524, 5.0276, 0.2879], [1.0985, 5.8089, -0.1433], [-0.0514, 4.8253, -0.1909], [-4.4794, -0.5794, 1.9148], [-5.0747, -0.5431, 1.1662], [-4.9689, -1.0520, 2.5880], [-1.3984, -4.1433, -2.2686], [-1.2221, -3.6368, -1.4757], [-1.3401, -5.0565, -1.9880], [-0.4010, -0.4936, -0.5380], [-1.0333, -0.2296, 0.1303], [0.3404, 0.0991, -0.4144], [2.4987, 1.9109, 4.0970], [1.8393, 2.1728, 3.4544], [2.7436, 2.7258, 4.5353], [0.4682, -3.0959, 4.2432], [0.4140, -2.7259, 5.1243], [0.9862, -2.4614, 3.7479], [-3.1126, -2.8367, -4.1469], [-2.5687, -3.1281, -3.4151], [-3.7001, -3.5730, -4.3173], [2.5950, -3.7231, -1.9595], [2.1893, -3.7024, -2.8263], [3.5331, -3.7961, -2.1354], [0.0761, -0.0956, 2.2434], [0.5624, 0.1031, 1.4433], [0.7407, -0.4097, 2.8565], [1.7500, 2.5329, -1.7297], [1.8672, 2.9303, -0.8668], [1.0413, 3.0357, -2.1312], [0.9908, -4.0607, -4.1611], [0.8266, -4.8355, -4.6987], [0.1955, -3.9585, -3.6384], [2.3777, -1.0137, 3.8926], [2.6458, -0.1893, 4.2985], [3.1934, -1.4013, 3.5752], [3.8716, -1.7515, 0.0097], [3.1326, -2.0755, -0.5052], [4.3725, -2.5366, 0.2310], [-2.9090, 1.0370, 0.1914], [-3.1035, 0.8151, -0.7192], [-3.0821, 0.2306, 0.6771]],
  "forces_ev_per_a": [[-0.76, 0.08, 0.04], [0.33, -0.22, 0.55], [0.21, 0.22, -0.71], [0.26, 0.38, -0.16], [0.01, -0.32, 0.02], [-0.23, -0.18, 0.04], [0.62, 0.59, 0.75], [-0.60, -0.14, -0.01], [0.22, -0.31, -0.26], [0.06, 0.20, 0.04], [0.33, 0.05, -0.32], [-0.49, 0.16, 0.45], [-0.63, -0.19, -0.73], [0.52, -0.30, 0.30], [-0.22, 0.14, -0.16], [0.65, -0.40, 0.41], [-0.20, 0.51, 0.02], [-0.19, -0.09, -0.15], [0.09, 1.19, 0.01], [-0.22, 0.08, -0.38], [0.61, -0.78, 0.17], [0.75, 0.30, -0.44], [-0.10, -0.05, 0.56], [-0.34, -0.22, 0.08], [-0.45, 0.68, 0.11], [-0.36, 0.03, -0.11], [0.63, -0.72, -0.15], [0.20, -0.85, 0.13], [0.07, 1.40, 0.50], [0.12, -0.16, -0.23], [0.07, -0.10, 1.05], [0.10, 0.37, 0.15], [-0.16, -0.16, -0.28], [-0.85, 0.16, 0.71], [-0.14, -0.04, -0.12], [0.47, -0.13, -0.14], [-1.15, 0.33, -0.44], [1.03, -0.15, 0.31], [-0.13, -0.53, -0.16], [-0.36, 0.50, -0.05], [0.15, -0.44, -0.06], [0.00, 0.23, 0.25], [0.23, -0.04, 0.05], [-0.20, 0.17, 0.18], [0.02, 0.08, -0.21], [0.26, -0.31, -0.83], [-0.81, 0.42, -0.18], [0.57, -0.33, 0.31], [0.54, -0.48, 0.39], [0.13, 0.70, -0.52], [-0.67, -0.42, 0.18], [0.21, -0.54, -0.18], [0.37, -0.07, -0.02], [-0.05, 0.88, -0.28], [-0.46, 0.17, 0.24], [0.44, -0.15, -0.01], [0.18, -0.07, -0.17], [-0.98, -0.42, 0.00], [0.11, 0.51, -0.16], [0.32, -0.13, 0.01], [-0.38, 0.91, -0.18], [0.05, -1.10, -0.43], [-0.10, 0.31, -0.22], [-0.95, 1.31, 0.21], [1.06, -1.01, -0.18], [-0.04, -0.06, -0.32], [-0.48, -0.73, 0.29], [0.02, 0.40, -0.08], [-0.05, -0.26, -0.02], [0.67, 0.09, 0.14], [0.15, 0.23, 0.05], [-1.06, -0.30, -0.40], [0.21, 0.00, -0.21], [-0.37, 0.23, -0.06], [0.02, -0.19, 0.46], [-0.02, 0.09, -0.32], [0.40, 0.31, 0.56], [-0.02, -0.33, 0.04], [-0.15, -0.70, -0.28], [-0.53, 0.35, 0.21], [0.84, 0.50, -0.22], [0.58, -0.54, 0.22], [-0.31, 0.41, -0.54], [0.04, 0.12, 0.20], [0.01, -0.75, -0.51], [-0.31, 0.30, 0.29], [0.15, 0.23, 0.17], [-0.19, 0.40, -0.38], [0.20, -0.20, 0.26], [-0.16, -0.16, -0.06], [0.29, 0.16, 1.05], [-0.37, -0.14, -0.65], [0.21, -0.03, -0.09], [-0.71, -0.04, -0.16], [0.81, 0.14, -0.01], [0.45, -0.32, 0.44], [0.19, -0.45, 0.58], [0.01, 0.10, 0.38], [-0.11, 0.39, -0.17], [0.24, 0.28, -0.16], [0.10, -0.15, -0.24], [-0.63, -0.01, 0.40], [-0.12, -0.27, -0.35], [-0.05, 0.79, 0.30], [0.14, -0.26, 0.02], [0.23, -0.03, 0.18], [-0.39, -0.49, -0.64], [0.15, -0.24, 0.16], [0.37, 0.12, -0.11], [0.19, -0.08, -0.57], [-0.39, -0.38, 0.53]],
  "lowdin_charge": [-0.0434, -0.0030, 0.0100, -0.0172, 0.0429, 0.0384, -0.0520, 0.0056, -0.0143, -0.0165, 0.0948, 0.0498, -0.0364, 0.0092, 0.0309, -0.0404, -0.0062, 0.0096, -0.0445, 0.0326, 0.0041, -0.0527, 0.0278, 0.0111, -0.0451, 0.0507, -0.0230, -0.0323, 0.0099, 0.0672, -0.0796, -0.0317, -0.0473, -0.0630, 0.0035, -0.0497, -0.0335, -0.0196, 0.0322, -0.0430, -0.0323, 0.0295, -0.0230, 0.0685, -0.0048, -0.0607, -0.0219, -0.0149, -0.0455, -0.0053, 0.0221, -0.0332, 0.0674, -0.0003, -0.0577, -0.0061, 0.0265, -0.0268, -0.0072, 0.0128, -0.0442, 0.0115, 0.0878, -0.0416, -0.0014, 0.0791, -0.0516, -0.0446, 0.0186, -0.0338, 0.0687, 0.0065, -0.0235, 0.0427, 0.0724, -0.0224, 0.0324, 0.0723, -0.0257, 0.0353, 0.0437, -0.0393, -0.0205, 0.0592, -0.0434, 0.0430, -0.0132, -0.0504, -0.0269, 0.0377, -0.0508, -0.0178, 0.0360, -0.0229, 0.0045, 0.0211, -0.0321, 0.0238, -0.0097, -0.0289, 0.0685, 0.0158, -0.0251, 0.0322, 0.0533, -0.0386, 0.0291, 0.0780, -0.0353, 0.0331, 0.0149],
  "fmax_ev_per_a": 1.63,
  "total_energy_ha": -2828.36246,
  "e_homo_ev": -8.990,
  "homo_lumo_gap_ev": 8.3824
}